Run i
Below is a 2-piece molecular cluster, C6H11N2 overall, with properties calculated with the ωB97M-V functional and the def2-TZVPD basis.

Kohn-Sham gap ... 8.69 eV
Net charge ... +1
Multiplicity ... 1
E_HOMO ... -0.45667 Eh

XYZ file:
```
19
C6H11N2, DFT the ωB97M-V functional and the def2-TZVPD basis
C -1.11 1.48 2.60
H 1.47 -1.11 -1.10
C -0.31 0.65 1.82
H -2.35 3.35 0.05
H -0.85 1.78 -1.20
H -1.14 1.34 3.69
H 0.31 -2.65 -2.63
C -0.94 1.71 -0.10
C 1.18 -2.98 -2.03
H 1.76 -3.70 -2.62
H 0.30 -0.14 2.29
H -2.51 3.14 2.56
N 2.02 -1.80 -1.66
C -1.86 2.47 1.98
H 2.84 -2.10 -1.09
H 0.81 -3.48 -1.12
N -0.21 0.75 0.49
C -1.78 2.59 0.59
H 2.37 -1.32 -2.51
```

Löwdin atomic charge list, values in e, 6 entries: -0.0649 0.1529 -0.1644 0.1141 0.1025 0.1141



Run ii
Below is an isolated ion of composition C6H11N2 and charge +1, with properties calculated with the ωB97M-V functional and the def2-TZVPD basis.

Kohn-Sham gap ... 8.94 eV
SMILES ... [H]/N=C1/[C@@H]2C[C@]12[C@H](C)[NH3+]
Net charge ... +1
Multiplicity ... 1
E_HOMO ... -0.46566 Eh

XYZ file:
```
19
C6H11N2, DFT the ωB97M-V functional and the def2-TZVPD basis
H -1.52 -1.40 1.78
C 1.82 -0.41 -1.24
H 2.38 1.25 0.66
H -2.96 2.08 0.72
H 1.74 -1.47 -0.89
H 0.69 1.43 -0.90
N -3.11 1.25 0.23
N 1.46 0.87 0.95
H -0.46 -2.05 0.31
H 2.92 -0.03 -1.06
C -1.14 -1.34 0.72
H 1.04 1.66 1.54
C -2.24 0.45 0.05
C -0.74 -0.02 0.13
C -1.80 -0.85 -0.53
C 0.84 0.50 -0.40
H 1.70 -0.47 -2.39
H 1.51 0.13 1.56
H -2.12 -1.56 -1.23
```

Löwdin atomic charge list, values in e, 6 entries: 0.1378 -0.0363 0.1702 0.0582 0.0801 0.1196



Result of the stability comparison: run i is the most stable of them.



Run i
Below is a 2-piece molecular cluster, C6H11N2 overall, with properties calculated with the ωB97M-V functional and the def2-TZVPD basis.

Kohn-Sham gap ... 9.78 eV
Net charge ... +1
Multiplicity ... 1
E_HOMO ... -0.50478 Eh

XYZ file:
```
19
C6H11N2, DFT the ωB97M-V functional and the def2-TZVPD basis
H -0.49 1.96 1.64
H 1.83 -2.22 -0.49
N 2.16 1.77 -0.08
H 0.06 -3.46 0.58
H 1.43 2.05 0.58
C 2.15 0.46 -0.34
C 0.12 -2.45 0.57
C -1.09 1.29 1.10
H 0.44 0.07 0.63
C 1.05 -1.74 -0.07
H -2.44 0.41 -1.81
H -3.80 0.89 -0.72
C -2.80 0.43 -0.71
C -1.89 0.99 0.26
H -0.68 -1.87 1.08
H -2.80 -0.74 -0.48
H 3.01 0.13 -0.94
H 2.55 2.37 -0.74
N 1.17 -0.35 -0.04
```

Löwdin atomic charge list, values in e, 6 entries: 0.0363 0.0824 0.1928 0.0424 0.1136 -0.1076



Run ii
Below is an isolated ion of composition C6H11N2 and charge +1, with properties calculated with the ωB97M-V functional and the def2-TZVPD basis.

Kohn-Sham gap ... 9.82 eV
SMILES ... [H]/N=C1\C(=C)C[NH2+][C@H]1C
Net charge ... +1
Multiplicity ... 1
E_HOMO ... -0.50545 Eh

XYZ file:
```
19
C6H11N2, DFT the ωB97M-V functional and the def2-TZVPD basis
H 1.04 1.44 -2.91
H -0.79 -2.07 1.77
H -0.92 -0.75 3.07
H 0.19 0.83 1.33
C 1.37 0.57 -2.22
N 1.75 -1.25 0.18
C -0.31 -1.20 2.16
C 0.52 0.39 -1.22
H -2.15 -0.56 0.02
H 2.55 -1.28 -0.47
H -1.49 0.89 -1.96
H -0.98 2.16 -0.85
H 2.43 0.29 -2.10
C 0.78 -0.46 0.02
H -2.01 1.07 0.63
C -0.91 1.05 -1.03
C -0.22 -0.08 1.02
N -1.53 0.26 0.17
H 0.70 -1.30 2.36
```

Löwdin atomic charge list, values in e, 6 entries: 0.1233 0.0761 0.1321 0.1460 0.0990 0.2055



Run iii
Below is an isolated ion of composition C6H11N2 and charge +1, with properties calculated with the ωB97M-V functional and the def2-TZVPD basis.

Kohn-Sham gap ... 8.31 eV
SMILES ... [NH3+]CCc1cc[nH]c1
Net charge ... +1
Multiplicity ... 1
E_HOMO ... -0.43706 Eh

XYZ file:
```
19
C6H11N2, DFT the ωB97M-V functional and the def2-TZVPD basis
H 1.30 1.56 0.06
C 0.00 0.06 -0.76
H -1.36 0.82 1.50
N 0.56 0.23 2.27
C 0.23 -1.26 -0.44
H -0.39 2.15 2.06
C -0.32 1.21 1.47
H 0.83 0.68 3.16
H -0.36 2.15 -0.36
C -0.64 -1.22 -2.49
C 0.24 1.30 0.07
H -0.86 -1.55 -3.49
H 0.87 -1.67 0.33
H 1.50 0.16 1.77
H -1.02 0.99 -2.43
N -0.27 -2.04 -1.46
H 0.14 -0.69 2.34
C -0.62 0.08 -2.04
H 0.16 -2.96 -1.55
```

Löwdin atomic charge list, values in e, 6 entries: 0.1261 -0.2603 0.1518 0.1775 -0.1120 0.1388



Result of the stability comparison: run iii is the most stable of them.



Run i
Below is an isolated molecule of C2H6N4S, with properties calculated with the ωB97M-V functional and the def2-TZVPD basis.

Kohn-Sham gap (spin up / spin down) ... 7.50 / 7.49 eV
SMILES ... C/N=N/N=N\SC
Net charge ... 0
Multiplicity ... 1
E_HOMO (spin up / spin down) ... -0.31623 / -0.31602 Eh

XYZ file:
```
13
C2H6N4S, DFT the ωB97M-V functional and the def2-TZVPD basis
N -0.38 1.54 -0.34
S -1.41 -0.96 0.67
H -0.89 -1.08 -1.43
H 2.01 2.29 0.68
N -1.60 1.37 -0.49
H 1.39 1.00 1.85
N -2.14 0.39 0.11
N 0.59 0.71 -0.10
H 0.37 -2.17 -0.56
C -0.78 -1.95 -0.76
H 2.48 0.58 0.65
C 1.60 1.17 0.77
H -1.24 -2.90 -1.05
```

Löwdin atomic charge list, values in e, 6 entries: -0.0653 0.8282 0.0045 0.1268 -0.1336 0.0888



Run ii
Below is an isolated molecule of C2H6N4S, with properties calculated with the ωB97M-V functional and the def2-TZVPD basis.

Kohn-Sham gap (spin up / spin down) ... 8.33 / 8.33 eV
Net charge ... 0
Multiplicity ... 1
E_HOMO (spin up / spin down) ... -0.28275 / -0.28283 Eh

XYZ file:
```
13
C2H6N4S, DFT the ωB97M-V functional and the def2-TZVPD basis
H 0.63 -1.65 -0.67
C 1.04 -0.71 -1.09
H 2.06 -0.89 -1.24
H -2.40 -0.68 1.66
H -2.36 0.53 -0.52
S 1.50 1.85 -0.51
N -1.51 -0.40 1.03
C 0.70 0.28 -0.07
H 0.42 -0.54 -1.94
N -0.39 -0.43 1.75
N 0.60 0.17 1.23
N -1.46 0.03 -0.19
H 1.18 2.45 0.57
```

Löwdin atomic charge list, values in e, 6 entries: 0.0928 -0.1260 0.0649 0.2189 0.0998 0.7829



Run iii
Below is an isolated molecule of C2H6N4S, with properties calculated with the ωB97M-V functional and the def2-TZVPD basis.

Kohn-Sham gap ... 9.66 eV
Net charge ... 0
Multiplicity ... 1
E_HOMO ... -0.34159 Eh

XYZ file:
```
13
C2H6N4S, DFT the ωB97M-V functional and the def2-TZVPD basis
H 1.65 -1.28 -0.64
H -3.45 0.84 0.73
C -2.88 -0.93 0.24
H -0.99 3.35 0.05
H 0.56 0.63 0.66
N -2.70 0.35 0.46
C 0.61 -1.19 -0.60
H 0.08 -1.92 0.01
N 0.05 0.14 -0.18
N -0.95 2.33 0.44
H 0.28 -1.45 -1.57
S -1.40 1.27 -0.52
N -3.08 -2.04 0.10
```

Löwdin atomic charge list, values in e, 6 entries: 0.0543 0.0316 -0.4420 0.0554 0.1017 -0.1407



Result of the stability comparison: run iii is the most stable of them.



Run i
Below is a 14-piece molecular cluster, H28O14 overall, with properties calculated with the ωB97M-V functional and the def2-TZVPD basis.

Kohn-Sham gap ... 9.77 eV
Net charge ... 0
Multiplicity ... 1
E_HOMO ... -0.37485 Eh

XYZ file:
```
42
H28O14, DFT the ωB97M-V functional and the def2-TZVPD basis
H 2.54 -0.60 1.81
O 3.59 0.72 -1.30
H 3.18 -0.95 -0.27
O 0.32 -2.15 -2.93
O -1.95 2.08 2.12
H -2.54 2.31 0.27
O 0.21 -0.21 0.04
H -0.73 -3.00 -1.47
H -2.19 2.97 2.43
H 0.32 -1.21 -2.68
H 0.30 0.75 0.16
H -0.40 -4.33 -0.82
O 0.91 -3.00 2.65
H 3.79 1.55 -0.84
H 1.13 2.71 3.47
H 0.14 3.22 0.37
O -3.16 2.11 -0.46
H -3.13 -3.39 -2.20
O -0.82 -3.49 -0.64
H 1.41 1.43 2.65
H -0.97 2.06 2.18
O -3.64 -2.91 -1.54
H -4.03 2.36 -0.11
H 1.02 -2.23 -3.58
H -3.35 -0.82 0.41
O 0.75 2.16 2.78
H -0.76 -0.39 0.00
O -2.59 -0.62 -0.15
H 0.66 -2.49 1.87
H -0.51 1.75 -3.39
H 1.02 3.40 -0.86
H 1.02 -2.35 3.35
H 0.32 1.84 -2.11
O 0.40 1.70 -3.07
H -2.72 0.32 -0.42
H 1.72 -1.36 -0.02
O 0.42 2.77 -0.44
O 2.64 -1.57 0.25
H -2.99 -2.38 -1.05
H 3.41 0.44 2.54
O 2.56 -0.01 2.61
H 2.67 0.82 -1.59
```

Löwdin atomic charge list, values in e, 6 entries: 0.0203 -0.0382 0.0184 -0.0422 -0.0659 0.0122



Run ii
Below is a 14-piece molecular cluster, H28O14 overall, with properties calculated with the ωB97M-V functional and the def2-TZVPD basis.

Kohn-Sham gap ... 8.52 eV
Net charge ... 0
Multiplicity ... 1
E_HOMO ... -0.33772 Eh

XYZ file:
```
42
H28O14, DFT the ωB97M-V functional and the def2-TZVPD basis
H -4.70 0.09 -2.17
H -2.94 3.05 -1.62
H 5.41 2.77 -2.12
H -3.69 -1.30 0.65
H 0.66 0.90 -0.22
O 0.24 1.06 -1.10
H -1.19 -5.02 0.25
H 0.93 -3.62 1.46
H 3.46 1.43 2.08
H -6.21 -0.26 -1.84
O 3.65 0.91 1.34
H -1.86 3.29 3.85
H 0.81 -0.17 -2.45
O -0.68 -4.21 0.42
H 1.91 4.13 1.38
H 2.84 0.32 1.44
H -0.50 0.65 2.68
H 0.15 -1.19 -3.41
O 0.33 -0.26 -3.20
H 3.96 -2.07 -0.43
O -2.30 2.85 3.08
O -2.26 2.90 -1.00
H 4.64 -3.44 -0.83
O 4.82 2.28 -1.49
H -2.43 1.96 -0.83
O 4.58 -2.83 -0.15
H -0.37 0.41 -1.12
H 0.46 -1.65 -0.79
H -0.23 -3.87 -0.31
O -3.78 -1.64 -0.27
H 1.49 4.14 0.04
O 1.90 3.56 0.66
H 3.95 2.37 -1.77
O -5.47 0.36 -1.73
H -4.65 -1.55 -0.50
O 0.35 -2.41 -1.44
H -0.31 -2.26 -2.07
H 0.07 -2.45 1.15
H -1.66 2.66 2.41
O -1.32 0.68 3.29
O 0.19 -3.15 1.81
H -1.89 -0.08 3.22
```

Löwdin atomic charge list, values in e, 6 entries: -0.0057 0.0102 0.0599 0.0652 0.0780 -0.0150



Result of the stability comparison: run i is the most stable of them.



Run i
Below is a 2-piece molecular cluster, C2H6NOS overall, with properties calculated with the ωB97M-V functional and the def2-TZVPD basis.

Kohn-Sham gap ... 8.87 eV
Net charge ... +1
Multiplicity ... 1
E_HOMO ... -0.51136 Eh

XYZ file:
```
11
C2H6NOS, DFT the ωB97M-V functional and the def2-TZVPD basis
C 2.54 -1.25 0.60
S 1.69 0.13 0.31
H -0.10 -0.58 -0.65
H 3.50 -1.12 0.87
C -1.89 0.37 -0.61
H -2.97 0.24 -0.83
H -2.04 2.22 0.32
N -1.50 1.41 0.11
H 2.27 -2.33 0.49
O -1.08 -0.56 -0.87
H -0.41 1.46 0.26
```

Löwdin atomic charge list, values in e, 6 entries: -0.3761 0.7496 0.0248 -0.0344 -0.1769 0.1886



Run ii
Below is a 2-piece molecular cluster, C2H6NOS overall, with properties calculated with the ωB97M-V functional and the def2-TZVPD basis.

Kohn-Sham gap (spin up / spin down) ... 8.47 / 8.36 eV
Net charge ... +1
Multiplicity ... 1
E_HOMO (spin up / spin down) ... -0.51542 / -0.50810 Eh

XYZ file:
```
11
C2H6NOS, DFT the ωB97M-V functional and the def2-TZVPD basis
H -1.91 1.15 -0.77
C -0.36 0.77 0.64
N -0.89 1.27 -0.68
H -0.69 2.30 -0.95
H -0.34 0.72 -1.41
H 0.37 -1.21 -1.08
S 1.48 -1.96 1.15
C 0.90 -1.24 -0.12
H 0.56 1.25 1.05
H -0.97 0.30 1.42
O 1.86 -3.35 0.75
```

Löwdin atomic charge list, values in e, 6 entries: 0.1658 0.0040 0.1157 0.2139 0.1631 0.0223



Result of the stability comparison: run i is the most stable of them.



Run i
Below is an isolated molecule of C3H2N2O, with properties calculated with the ωB97M-V functional and the def2-TZVPD basis.

Kohn-Sham gap ... 11.72 eV
Net charge ... 0
Multiplicity ... 1
E_HOMO ... -0.44144 Eh

XYZ file:
```
8
C3H2N2O, DFT the ωB97M-V functional and the def2-TZVPD basis
N 0.54 -0.52 -2.27
C 0.80 -1.18 1.25
H -1.54 0.15 0.00
C 0.12 -0.30 -1.22
C -0.47 0.10 0.09
O -0.04 1.35 0.49
N -0.38 -1.02 1.18
H 0.93 1.42 0.47
```

Löwdin atomic charge list, values in e, 6 entries: 0.1778 0.0939 0.1393 -0.1623 -0.4171 0.0213



Run ii
Below is an isolated molecule of C3H2N2O, with properties calculated with the ωB97M-V functional and the def2-TZVPD basis.

Kohn-Sham gap ... 9.90 eV
SMILES ... [O-][N+]#CC1=NC1
Net charge ... 0
Multiplicity ... 1
E_HOMO ... -0.37038 Eh

XYZ file:
```
8
C3H2N2O, DFT the ωB97M-V functional and the def2-TZVPD basis
C -0.11 -0.22 0.06
N -0.24 2.18 -0.50
H 0.74 -1.72 1.24
H 0.55 -2.11 -0.54
N -1.04 -1.01 0.34
C 0.40 -1.54 0.34
O -0.41 3.33 -0.68
C 0.11 1.09 -0.25
```

Löwdin atomic charge list, values in e, 6 entries: -0.3461 -0.0940 0.0412 0.0816 0.1900 -0.0517



Run iii
Below is an isolated molecule of C3H2N2O, with properties calculated with the ωB97M-V functional and the def2-TZVPD basis.

Kohn-Sham gap ... 9.69 eV
SMILES ... N#CC(O)=C=N
Net charge ... 0
Multiplicity ... 1
E_HOMO ... -0.35231 Eh

XYZ file:
```
8
C3H2N2O, DFT the ωB97M-V functional and the def2-TZVPD basis
C 0.35 0.18 -0.22
H 0.40 1.96 -0.95
N -1.89 -0.32 0.87
N 2.43 -1.14 0.56
C 1.51 -0.53 0.22
C -0.82 -0.12 0.32
O 0.45 1.05 -1.28
H -2.43 -1.08 0.47
```

Löwdin atomic charge list, values in e, 6 entries: -0.3485 0.1125 0.1907 0.1559 -0.1664 -0.0686



Result of the stability comparison: run iii is the most stable of them.